{
  "formula": "C5H33N3O9",
  "method": "ωB97M-V/def2-TZVPD",
  "elements": ["H", "H", "O", "H", "H", "H", "H", "H", "H", "H", "H", "H", "H", "C", "H", "C", "O", "O", "H", "O", "H", "N", "O", "H", "C", "H", "H", "H", "H", "O", "O", "C", "H", "H", "H", "O", "H", "H", "C", "H", "N", "O", "H", "H", "H", "H", "H", "H", "N", "H"],
  "positions_angstrom": [[2.8742, -0.8848, -2.1911], [2.8599, 3.1369, -1.3196], [-0.8239, 4.5531, 0.1906], [-1.1317, 0.9569, 2.6285], [2.1247, 1.8180, -1.1664], [3.9085, -0.7256, -1.0361], [1.4178, -0.7858, 2.6316], [2.9632, 0.8739, 1.8756], [-3.8044, -0.2343, -1.7331], [-0.4050, -1.3638, 1.5144], [-1.0439, 0.6049, 0.7042], [-3.3458, -0.3734, 1.3802], [-3.3455, 1.1805, -1.4557], [0.5107, -1.3874, 0.9592], [2.6236, 2.3213, 2.2314], [-0.9963, -1.9597, -1.0952], [-1.9576, 0.4974, 2.8793], [3.6186, -1.3129, -1.6666], [1.2104, -1.6956, -3.2259], [-3.9810, -1.1740, 1.1881], [-3.2155, 3.0883, 0.3236], [0.1472, -1.8752, -3.4189], [2.1996, 2.9215, 2.8200], [-4.3171, 2.0346, 0.1105], [-0.4211, -2.6089, -2.2269], [1.7293, 1.1159, 0.7270], [-1.8583, -1.2715, -1.3688], [-1.4159, -2.8331, -0.4849], [-3.5314, -1.9608, 1.4346], [2.9711, -3.6879, 0.3138], [-3.8022, 0.5722, -2.1988], [2.3455, 0.3960, 1.1288], [3.1207, 0.1094, 0.4204], [-1.4126, 0.9104, -0.9387], [-1.2356, -3.3987, -2.6740], [-3.3865, 2.0618, 0.3547], [0.8095, -0.7790, -1.1965], [-0.2578, 3.8311, 0.5455], [0.0040, -0.8969, -0.5039], [2.0109, 3.5924, 2.2643], [1.8126, -0.8415, 1.6981], [2.8549, 2.3389, -0.7454], [-0.7876, 4.3085, -0.6767], [2.1187, -4.0863, 0.2748], [2.9464, -2.7271, 0.2580], [-0.2229, -0.9984, -3.4146], [0.5765, -2.6711, 0.9873], [0.3361, -3.3836, -1.9876], [-0.6071, 0.5326, -0.2621], [-1.9706, 0.1588, 3.7819]],
  "forces_ev_per_angstrom": [[1.696, -0.593, 1.259], [0.281, -0.598, 0.618], [0.676, -0.363, 3.786], [-0.532, -0.426, 1.088], [0.801, 0.457, 0.694], [0.938, 2.378, 2.023], [0.691, 0.663, 0.124], [0.160, -0.264, 0.444], [-0.289, -1.919, 0.802], [-0.354, 0.905, 1.011], [0.630, -0.514, -1.873], [-1.607, -2.435, -0.234], [-1.626, -1.698, -2.430], [1.375, -3.279, -1.233], [0.543, -0.759, -0.377], [-1.639, 2.491, 1.895], [0.000, 0.133, -0.822], [-2.505, -1.718, -3.399], [-2.548, -0.657, -0.573], [0.856, 3.404, -0.174], [-0.135, -2.878, 0.244], [3.335, -2.479, 2.007], [0.411, -2.566, 3.136], [-0.310, -0.278, 0.106], [0.037, -4.689, -4.918], [-1.841, 1.110, -0.776], [0.585, -1.258, 0.017], [0.690, 1.689, 0.038], [0.809, -0.851, 0.415], [1.621, -0.172, 0.119], [1.823, 3.607, 1.746], [2.172, -2.146, 1.315], [-0.326, 0.099, -0.370], [2.465, -1.757, 1.699], [1.455, 2.051, 0.814], [0.492, 3.193, -0.397], [0.520, 0.157, -0.302], [-0.546, 0.747, 0.317], [-1.110, 0.502, 3.301], [-1.142, 3.959, -2.578], [-3.493, -0.948, -1.687], [-1.069, 0.473, -1.555], [-0.212, -0.541, -4.138], [-0.970, 0.174, -0.076], [-0.600, -0.182, -0.034], [-1.540, 3.178, -0.362], [0.358, 3.533, -0.636], [-0.036, 0.714, 0.420], [-1.585, -0.001, -0.330], [0.593, 0.353, -0.161]],
  "lowdin_charge": [0.057, 0.065, -0.019, 0.047, 0.050, -0.036, 0.088, 0.075, -0.025, 0.055, 0.034, 0.049, 0.053, -0.131, -0.031, -0.219, -0.060, -0.026, 0.090, -0.091, 0.114, 0.018, 0.008, 0.048, -0.330, 0.011, 0.106, 0.142, -0.003, -0.057, -0.095, -0.160, 0.059, 0.088, 0.153, -0.099, 0.071, 0.048, -0.292, -0.030, -0.053, -0.082, -0.025, -0.004, -0.006, 0.004, 0.153, 0.113, 0.016, 0.060],
  "total_energy_ha": -1051.52969,
  "smiles": "CNC[C@H](N)CCN.O.O.O.O.O.O.O.O.O",
  "spin_multiplicity": 1,
  "relative_energy_kcal_mol": 126.8
}